Here is a 3-piece molecular cluster, C8H24N2O3 overall from the OMol25 dataset. Energies are from ωB97M-V/def2-TZVPD.

ΔE to the lowest compared entry with this formula, charge and spin ... 5.2 kcal/mol
LUMO (spin up / spin down) ... -2.82 / -8.08 eV
Kohn-Sham gap (spin up / spin down) ... 9.0 / 3.7 eV
Expectation value of S² ... 0.754

The geometry in ORCA input format:
```
! wB97M-V def2-TZVPD RIJCOSX def2/J DEFGRID3
* xyz 1 2
O 23.028 23.252 22.985
H 23.138 23.790 22.201
H 23.888 22.857 23.128
C 22.551 22.342 26.199
C 22.548 20.969 25.407
C 22.263 19.679 26.266
O 23.316 19.359 27.181
C 24.569 18.914 26.555
N 21.512 21.099 24.382
H 23.559 22.374 26.611
H 21.813 22.468 26.991
H 22.532 23.170 25.491
H 23.444 20.815 24.804
H 22.146 18.854 25.563
H 21.334 19.762 26.830
H 24.351 18.250 25.719
H 25.138 18.268 27.224
H 25.219 19.775 26.399
H 20.604 21.250 24.798
H 21.813 21.815 23.737
C 19.882 24.564 20.939
C 20.426 24.431 19.598
C 21.676 23.497 19.508
O 22.809 24.069 20.261
C 23.601 25.007 19.561
N 19.408 23.924 18.675
H 20.541 25.203 21.527
H 19.661 23.629 21.454
H 18.887 25.003 20.866
H 20.735 25.437 19.316
H 21.924 23.339 18.459
H 21.451 22.522 19.940
H 24.115 24.344 18.865
H 24.383 25.475 20.159
H 23.041 25.739 18.978
H 19.802 23.845 17.749
H 19.407 22.991 19.062
*
```